# 1
Entry from OMol25: C19H21N5O3S in the gas phase at a distorted geometry (ωB97M-V with the def2-TZVPD basis set).

gap between HOMO and LUMO: 8.10 eV
ΔE to the lowest compared entry with this formula, charge and spin: 1.788 eV
LUMO energy: -0.0074 Eh
E_HOMO: -8.3 eV

ORCA input file:
```
! wB97M-V def2-TZVPD RIJCOSX def2/J DEFGRID3
* xyz 0 1
C 1.55161 -0.33004 4.33447
C 1.32674 1.02667 3.67821
C 2.42108 1.36659 2.66706
N 2.49638 0.38330 1.59764
C 1.49258 0.36708 0.68274
N 0.46500 1.16686 0.62850
N -0.25526 0.80729 -0.45005
C 0.31502 -0.19574 -1.05044
N 1.45747 -0.54231 -0.36124
C 2.44688 -1.49313 -0.47438
C 3.46594 -1.45459 0.46070
C 3.56241 -0.50413 1.55477
O 4.46733 -0.46607 2.36080
S 4.62239 -2.70236 0.18912
C 3.72631 -3.26205 -1.16115
C 2.59817 -2.54134 -1.40783
H 1.91687 -2.75982 -2.20753
H 4.08116 -4.10947 -1.71339
C -0.22950 -0.87146 -2.25193
C -1.09697 -2.08199 -1.87230
H -0.48398 -2.83004 -1.36163
H -1.48772 -2.52985 -2.78738
C -2.27132 -1.70174 -0.96525
C -3.23625 -0.75815 -1.67548
O -4.15191 -1.16267 -2.36445
N -2.96674 0.54747 -1.48693
H -2.15722 0.83167 -0.93978
C -3.78868 1.59046 -2.06391
C -4.38954 2.45711 -1.00681
C -5.22981 2.16913 0.02878
C -5.43609 3.38711 0.72114
C -4.70597 4.32128 0.05590
O -4.06668 3.76792 -0.98809
H -4.56615 5.37177 0.21644
H -6.04405 3.54079 1.58895
H -5.64882 1.21170 0.26079
H -4.56915 1.08279 -2.64081
H -3.19045 2.21940 -2.73163
H -1.90947 -1.23978 -0.04634
H -2.82357 -2.60795 -0.71302
H 0.58515 -1.18276 -2.90771
H -0.84248 -0.14761 -2.78927
H 3.40168 1.36709 3.14760
H 2.21833 2.34008 2.21537
H 0.36093 1.04760 3.17116
H 1.32660 1.80797 4.43916
H 1.47712 -1.13336 3.60364
H 2.53889 -0.37565 4.78836
H 0.80555 -0.50515 5.10530
*
```

# 2
Entry from OMol25: C7H8BrF in the gas phase at a distorted geometry (ωB97M-V with the def2-TZVPD basis set).

gap between HOMO and LUMO: 8.82 eV
ΔE to the lowest compared entry with this formula, charge and spin: 0.115 eV
LUMO energy: 0.0103 Eh
E_HOMO: -8.5 eV

ORCA input file:
```
! wB97M-V def2-TZVPD RIJCOSX def2/J DEFGRID3
* xyz 0 1
C 0.46222 1.68253 0.39875
C -0.57074 0.86448 0.56378
C 1.87093 1.38734 0.15620
C -0.63310 -0.57602 0.91195
C 2.41568 0.13118 0.13200
C -1.31287 -1.41214 0.10113
C -1.90784 -1.06424 -1.24167
F -1.54735 -2.66811 0.51965
Br 4.19061 -0.19735 -0.07471
H 0.24278 2.79322 0.38253
H -1.45848 1.35737 0.67234
H 2.60530 2.17384 0.31489
H -0.33822 -0.95173 1.90039
H 1.86118 -0.77602 -0.14393
H -2.96852 -1.14734 -1.34846
H -1.36681 -1.58927 -1.86775
H -1.54478 -0.00774 -1.37710
*
```

# 3
Entry from OMol25: C17H20N4OS2 in the gas phase (ωB97M-V with the def2-TZVPD basis set).

gap between HOMO and LUMO: 8.37 eV
ΔE to the lowest compared entry with this formula, charge and spin: 0.000 eV
LUMO energy: 0.0135 Eh
E_HOMO: -8.0 eV

ORCA input file:
```
! wB97M-V def2-TZVPD RIJCOSX def2/J DEFGRID3
* xyz 0 1
C -3.07393 0.61469 1.50576
C -3.82309 -0.07135 0.60528
S -3.15508 -1.61412 0.24747
C -1.82633 -1.33149 1.33636
C -1.93367 -0.10156 1.92564
H -1.23877 0.26193 2.66138
C -0.85432 -2.37533 1.58983
C -1.21808 -3.68290 1.71931
S 0.06850 -4.74700 2.15239
C 1.17832 -3.40966 2.16240
N 2.46800 -3.54166 2.44679
C 3.16292 -2.42788 2.36579
N 2.73169 -1.24554 1.96892
C 1.44073 -1.10465 1.65828
N 1.03050 0.09740 1.21237
H 0.13033 0.14323 0.75760
C 1.97336 1.11047 0.80669
H 1.42359 2.05004 0.73888
C 2.63616 0.78667 -0.54010
H 3.14564 1.67862 -0.90473
C 1.62148 0.27625 -1.56804
N 0.39416 1.05721 -1.56847
C 0.57222 2.36762 -2.17536
C -0.73247 3.15551 -2.06427
O -1.79337 2.48398 -2.69960
C -1.96503 1.20582 -2.13692
C -0.69172 0.36752 -2.24768
H -0.85549 -0.60302 -1.77226
H -0.46073 0.20129 -3.31444
H -2.78356 0.73376 -2.68254
H -2.24101 1.30367 -1.07596
H -0.64138 4.12439 -2.55785
H -0.97263 3.30722 -1.00018
H 1.36335 2.90475 -1.65154
H 0.85019 2.27824 -3.24064
H 1.35117 -0.75261 -1.31310
H 2.09132 0.25447 -2.56643
H 3.38536 0.00878 -0.39008
H 2.74156 1.18674 1.57798
C 0.55200 -2.20250 1.81565
H 4.21186 -2.49345 2.62215
H -2.20709 -4.08237 1.60455
H -4.73086 0.23074 0.12264
H -3.32582 1.59607 1.86606
*
```

# 4
Entry from OMol25: 17 unconnected molecules or ions with the total composition C39H112O17 at a distorted geometry (ωB97M-V with the def2-TZVPD basis set).

gap between HOMO and LUMO: 9.48 eV
ΔE to the lowest compared entry with this formula, charge and spin: 6.049 eV
LUMO energy: 0.0008 Eh
E_HOMO: -9.5 eV

ORCA input file:
```
! wB97M-V def2-TZVPD RIJCOSX def2/J DEFGRID3
* xyz 0 1
C -2.21657 -6.32314 -1.01660
C -0.91123 -5.64604 -1.37126
C 0.26698 -6.32662 -0.78575
O -0.66953 -5.39629 -2.77141
H -3.14828 -5.77168 -1.14271
H -2.24638 -6.49728 0.05899
H -2.20153 -7.26640 -1.56263
H -0.99683 -4.66617 -0.90153
H 0.10714 -6.61042 0.25444
H 1.00005 -5.52011 -0.80150
H 0.67541 -7.12569 -1.40443
H 0.14443 -4.92340 -2.95965
C -1.19328 0.07394 -5.92872
C -0.56139 0.11591 -4.58520
C 0.64275 -0.83489 -4.60978
O 0.01201 1.36349 -4.47701
H -2.23602 0.35900 -5.78890
H -1.36980 -0.90531 -6.37368
H -0.71194 0.70066 -6.67947
H -1.26082 -0.07116 -3.77040
H 0.32833 -1.87848 -4.59741
H 1.34340 -0.77622 -3.77686
H 1.23792 -0.69800 -5.51263
H -0.67047 2.03802 -4.44812
C -3.93075 -5.57357 2.71660
C -2.71907 -6.43222 2.99950
C -1.39384 -5.73562 3.10408
O -2.97192 -7.21474 4.21830
H -4.79525 -5.72745 3.36240
H -4.29749 -5.61589 1.69102
H -3.71462 -4.51546 2.86424
H -2.67366 -7.11594 2.15182
H -0.82205 -5.66063 2.17913
H -0.78392 -6.12207 3.92063
H -1.61328 -4.68634 3.30145
H -3.72340 -7.77779 4.01868
C -0.51170 5.19619 -2.02312
C -0.44372 6.01825 -3.27614
C -1.18949 5.23995 -4.38907
O -1.13901 7.24153 -3.10994
H 0.01499 5.52085 -1.12573
H 0.00818 4.28033 -2.30423
H -1.54471 4.89932 -1.84184
H 0.54675 6.11265 -3.72129
H -0.79146 4.25083 -4.61560
H -1.12255 5.81723 -5.31122
H -2.24877 5.13537 -4.15435
H -1.13620 7.36085 -2.15739
C 5.15532 -2.89663 0.65437
C 4.25434 -1.72902 0.37090
C 4.96346 -0.47212 -0.08015
O 3.37207 -2.16668 -0.53681
H 5.79367 -2.65749 1.50492
H 5.93252 -3.12525 -0.07487
H 4.67224 -3.85564 0.84148
H 3.67254 -1.40096 1.23229
H 4.43359 0.23340 -0.72014
H 5.80555 -0.78169 -0.69914
H 5.43665 0.05313 0.74949
H 2.83391 -1.37634 -0.62251
C -2.75085 5.00414 3.41897
C -2.05283 4.32010 2.17074
C -2.97572 4.05248 1.04731
O -1.04428 5.26682 1.73228
H -2.12993 4.91641 4.31052
H -3.73386 4.58749 3.63848
H -2.91644 6.07085 3.26792
H -1.42902 3.45420 2.39249
H -2.40075 3.47586 0.32272
H -3.28921 4.88840 0.42195
H -3.86434 3.52228 1.38986
H -0.57392 5.23900 2.56870
C 1.93952 -4.25235 2.73925
C 2.21832 -2.99872 3.56206
C 1.17913 -1.89633 3.28126
O 2.06473 -3.29239 4.93806
H 2.30385 -4.22480 1.71231
H 0.91599 -4.61332 2.63829
H 2.61672 -5.00290 3.14688
H 3.23963 -2.65775 3.39245
H 0.15052 -2.24788 3.36177
H 1.47388 -1.45653 2.32848
H 1.37809 -1.09640 3.99444
H 2.24194 -4.21110 5.15291
C -3.21890 1.52275 5.48118
C -1.78222 1.41830 5.88521
C -0.76669 1.17475 4.79171
O -1.45663 2.66288 6.46329
H -3.46046 2.41081 4.89716
H -3.88119 1.42408 6.34126
H -3.52374 0.65928 4.88992
H -1.59955 0.63867 6.62473
H 0.22155 1.12905 5.24929
H -0.77368 2.01851 4.10169
H -0.75956 0.23825 4.23400
H -0.57151 2.62366 6.83293
C 3.85472 -5.12619 -2.50568
C 2.91646 -4.21717 -3.18884
C 2.73419 -4.72150 -4.61563
O 1.70239 -4.03629 -2.54922
H 3.43507 -6.11920 -2.34470
H 4.18970 -4.64009 -1.58938
H 4.85232 -5.29730 -2.91016
H 3.45625 -3.27057 -3.16268
H 3.57834 -4.93042 -5.27278
H 2.28941 -3.99613 -5.29688
H 2.16300 -5.64805 -4.55773
H 1.97493 -3.82868 -1.65244
C -0.44951 1.57174 -0.04104
C 0.55416 0.40776 0.24841
C 0.06573 -1.02954 -0.19066
O 1.78533 0.69957 -0.40653
H -1.36247 1.25124 0.46085
H -0.75165 1.59183 -1.08813
H -0.08183 2.55161 0.26352
H 0.75055 0.24899 1.30874
H -0.27798 -0.87673 -1.21370
H -0.70229 -1.45382 0.45606
H 0.86543 -1.76070 -0.30884
H 1.78150 1.65347 -0.29859
C 3.30400 1.64753 3.03084
C 3.98865 2.81816 3.67665
C 3.19460 4.13089 3.28420
O 3.72377 2.67105 5.06290
H 2.23516 1.58726 3.23591
H 3.71126 0.68395 3.33703
H 3.37359 1.69072 1.94392
H 5.06739 2.85089 3.52381
H 2.65462 3.98148 2.34922
H 3.90346 4.90889 3.00078
H 2.57689 4.44457 4.12571
H 3.94731 1.75233 5.22899
C -4.28848 2.69593 -3.10206
O -3.13083 1.87531 -3.23000
H -4.41206 2.91782 -2.04206
H -4.32647 3.62320 -3.67374
H -5.11715 2.03160 -3.34715
H -3.07553 1.07358 -2.70485
C -5.24028 0.86571 0.13897
O -6.49843 1.00459 -0.45055
H -5.18265 1.51082 1.01568
H -5.26109 -0.15074 0.53204
H -4.50392 1.03800 -0.64601
H -6.51757 0.46012 -1.24098
C 3.92122 3.41003 -0.51377
O 2.70401 3.56394 -1.17075
H 4.72586 3.37536 -1.24824
H 4.03983 4.30131 0.10238
H 4.07948 2.50798 0.07731
H 2.65231 3.22475 -2.06734
C -2.87727 -2.18364 -3.00870
O -3.59359 -1.07328 -2.58284
H -2.81192 -2.26017 -4.09405
H -1.88495 -2.19677 -2.55788
H -3.44455 -3.08543 -2.77833
H -4.53280 -1.22433 -2.71201
C 3.33149 0.94501 -3.50821
O 2.56193 2.12681 -3.58532
H 4.32579 1.20234 -3.14318
H 2.84383 0.20911 -2.86889
H 3.29305 0.59821 -4.54086
H 1.64636 1.92916 -3.79572
C -2.56632 7.95481 0.56285
O -1.56729 7.61353 -0.32733
H -3.41359 7.28353 0.42275
H -2.27393 8.08280 1.60507
H -3.02625 8.90176 0.28028
H -1.26505 6.75247 -0.02928
*
```